*i*
18
Properties=species:S:1:pos:R:3 method="wB97M-V/def2-TZVPD" homo_energy_ev=-8.2 smiles="CCN=C=C(C)C" orbital_gap_ev=9.2 lumo_energy_ha=0.036 multiplicity=1
C 2.1115 0.4804 0.9557
C 2.1490 -0.7661 0.0788
C -1.1951 0.2560 -0.1060
C -2.1320 -0.7961 0.4222
C -1.4941 0.8775 -1.4457
C -0.1672 0.6791 0.5882
N 0.8077 1.1035 1.2007
H 2.7387 1.2598 0.5098
H 3.1887 -1.1042 0.0312
H 2.5349 0.2537 1.9383
H 1.5406 -1.5793 0.4908
H 1.8058 -0.5768 -0.9446
H -1.7929 -1.1976 1.3814
H -3.1313 -0.3661 0.5623
H -2.2262 -1.6288 -0.2864
H -2.4720 1.3728 -1.4225
H -0.7402 1.6203 -1.7229
H -1.5259 0.1120 -2.2313

***

*ii*
18
Properties=species:S:1:pos:R:3 method="wB97M-V/def2-TZVPD" homo_energy_ev=-11.4 smiles=CCC[C@@H](C)C#N orbital_gap_ev=12.3 lumo_energy_ha=0.034 multiplicity=1
C 2.1634 -0.7185 -1.3757
C 1.1222 -0.7643 -0.2614
C 0.0442 0.3117 -0.3966
C -0.8596 0.4355 0.8451
C -2.0925 1.3122 0.5947
C -1.2817 -0.8932 1.3234
N -1.6101 -1.9382 1.6942
H 2.9024 -1.5165 -1.2494
H 1.7011 -0.8459 -2.3614
H 2.7004 0.2372 -1.3783
H 0.6381 -1.7484 -0.2476
H 1.6218 -0.6579 0.7111
H 0.5067 1.2941 -0.5626
H -0.5794 0.1067 -1.2774
H -0.2652 0.8767 1.6565
H -1.7833 2.3059 0.2556
H -2.7280 0.8665 -0.1773
H -2.6887 1.4253 1.5048

***

*iii*
18
Properties=species:S:1:pos:R:3 method="wB97M-V/def2-TZVPD" homo_energy_ev=-10.4 smiles=C[C@@H]1C[C@H]1C.C#N orbital_gap_ev=11.4 lumo_energy_ha=0.037 multiplicity=1
C 0.0431 -1.6196 0.8432
C 0.7678 -0.6684 -0.0696
C 0.8317 -0.8844 -1.5664
C -0.4861 -0.2275 0.6521
C -0.3967 0.8013 1.7646
C -0.8263 2.2811 -1.4996
N -0.8741 3.4232 -1.6578
H -0.7722 1.2218 -1.3346
H 0.4947 -1.8718 1.8008
H -0.5221 -2.4291 0.3852
H 1.6846 -0.2515 0.3488
H 1.6140 -1.6081 -1.8230
H 1.0699 0.0490 -2.0951
H -0.1169 -1.2705 -1.9612
H -1.4012 -0.1795 0.0548
H -0.8520 1.7492 1.4580
H -0.9052 0.4684 2.6762
H 0.6470 1.0164 2.0235

***

Of the structures shown above, *ii* is the most stable.